[1]
C29H31DyN3O2PS as an isolated structure. Source: OMol25; level of theory: ωB97M-V/def2-TZVPD.

XYZ file:
```
68
Properties=species:S:1:pos:R:3:forces:R:3:lowdin_spin:R:1
Dy 0.490 -1.479 1.019 -0.1 0.1 -0.4 5.148
N -0.656 -0.164 2.781 -0.9 0.3 1.4 -0.003
C -1.489 1.058 2.795 -0.7 -0.1 0.6 0.000
C -2.327 1.421 3.890 0.1 0.0 -1.1 0.000
C -3.060 2.613 3.794 0.6 -0.9 1.0 0.000
C -2.956 3.409 2.682 -0.7 1.5 0.9 0.000
C -2.162 3.025 1.651 -0.2 1.5 -1.7 0.000
C -1.428 1.864 1.676 0.1 -0.7 -0.9 0.000
P -0.643 1.226 0.131 0.2 -0.3 0.7 0.000
C -1.854 1.465 -1.179 -0.3 -0.7 0.1 -0.001
C -2.650 0.369 -1.540 -0.5 0.5 0.3 0.000
C -3.694 0.538 -2.442 0.1 0.5 -0.8 0.000
C -3.903 1.795 -3.064 0.4 -1.3 0.5 0.000
C -3.117 2.855 -2.673 -0.7 1.4 -1.9 0.000
C -2.105 2.684 -1.757 0.9 1.5 0.3 0.000
C 0.746 2.360 -0.115 0.6 0.4 1.6 0.000
C 1.458 2.800 1.031 0.3 0.7 -0.7 0.000
C 2.551 3.684 0.863 -1.4 -2.1 -0.4 0.000
C 2.973 3.998 -0.420 0.4 0.9 1.2 0.000
C 2.301 3.528 -1.522 1.3 1.1 -1.4 0.000
C 1.218 2.736 -1.362 -1.8 -1.8 -0.9 0.000
H 0.017 0.013 3.531 0.2 -0.3 -0.1 0.000
H -1.239 -0.918 3.175 0.2 0.2 -0.1 0.000
H -2.504 0.773 4.746 0.4 0.1 -0.1 0.000
H -3.637 2.946 4.648 -0.2 -0.2 -0.1 0.000
H -3.464 4.395 2.701 0.3 -0.9 -0.3 0.000
H -2.179 3.703 0.779 0.3 -0.6 0.3 0.000
H -2.517 -0.564 -1.009 0.0 -0.3 -0.2 0.000
H -4.292 -0.306 -2.752 -0.1 -0.1 0.1 0.000
H -4.593 1.953 -3.891 -0.1 -0.3 0.4 0.000
H -3.330 3.789 -3.284 0.8 -0.9 1.4 0.000
H -1.436 3.512 -1.490 -0.5 -0.1 -0.2 0.000
H 1.186 2.547 2.062 -0.2 0.0 -0.5 0.000
H 3.060 3.952 1.754 0.6 0.7 0.4 0.000
H 3.792 4.698 -0.459 0.2 0.0 -0.5 0.000
H 2.625 3.825 -2.539 -0.2 -0.3 0.8 0.000
H 0.689 2.294 -2.230 0.4 0.7 0.4 0.000
N -1.049 -5.347 2.184 -0.9 0.0 -1.5 0.000
C -0.657 -4.100 2.285 -0.2 0.8 0.0 -0.001
O -0.980 -3.179 1.454 0.1 -1.5 0.7 0.002
C 0.288 -3.829 3.399 0.4 0.4 -1.0 -0.016
C 1.266 -2.782 2.812 2.7 -0.9 1.8 -0.115
H -1.586 -5.629 1.392 -0.6 0.0 -0.4 0.000
H -0.856 -6.081 2.823 0.5 -0.2 0.7 0.000
H 0.711 -4.801 3.677 0.3 0.4 0.1 -0.004
H -0.244 -3.470 4.262 -0.3 0.4 0.4 0.000
H 2.065 -3.374 2.249 -0.9 0.4 0.0 -0.002
H 1.935 -2.479 3.684 -0.9 0.3 -0.9 -0.006
S 0.802 -4.688 -2.768 -0.1 0.0 0.1 0.000
C 0.478 -4.068 -1.204 0.5 0.2 -0.7 0.001
N 0.588 -2.777 -1.069 -0.3 -0.1 0.3 -0.006
C 0.885 -2.189 -2.284 -0.2 0.3 -0.1 0.000
C 0.934 -0.814 -2.504 0.4 0.5 0.0 0.000
C 1.255 -0.335 -3.750 0.4 -0.8 -0.3 0.000
C 1.544 -1.216 -4.813 -0.3 0.2 1.2 0.000
C 1.456 -2.563 -4.593 -0.5 -1.9 -2.1 0.000
C 1.058 -3.073 -3.338 0.6 0.4 -0.5 0.000
H 0.244 -4.719 -0.394 -0.1 -0.3 0.4 0.000
H 0.781 -0.112 -1.693 -0.1 0.0 0.1 0.000
H 1.357 0.703 -3.950 -0.1 0.8 0.1 0.000
H 1.817 -0.810 -5.768 0.1 -0.1 -0.3 0.000
H 1.556 -3.227 -5.521 0.0 0.7 1.7 0.000
C 3.959 -0.374 -0.095 -2.9 -0.5 0.7 0.001
O 2.796 -0.965 0.780 1.3 1.0 -1.3 0.003
H 3.420 -0.059 -0.989 0.5 -0.3 -0.1 0.000
H 4.677 -1.151 -0.176 0.5 -0.6 -0.6 0.000
H 4.368 0.461 0.414 0.2 0.8 0.6 0.000
H 3.262 -1.351 1.515 0.2 -0.4 0.7 0.001
```
Positions in Å, forces in eV/Å.

Computed properties:
* frontier orbital gap (spin up / spin down): 0.2693 / 0.3181 Eh
* net charge: +2
* energy: -3062.54656 a.u.
* lowest unoccupied orbital energy (spin up / spin down): -6.26 / -4.98 eV
* <S²>: 9.075
* spin multiplicity: 6
* largest force on an atom: 3.3 eV/A
* energy relative to the best compared isomer or geometry (same formula, charge and spin): 193.1 kJ/mol
* HOMO level (spin up / spin down): -13.585 / -13.634 eV

---

[2]
C29H31FIrN4Se as an isolated structure. Source: OMol25; level of theory: ωB97M-V/def2-TZVPD.

XYZ file:
```
67
Properties=species:S:1:pos:R:3:forces:R:3:lowdin_spin:R:1
Ir -0.863 -0.584 -1.431 1.6 -0.2 -0.1 0.855
C 3.841 -1.545 -0.447 0.0 0.0 -0.1 0.002
C 2.493 -1.840 -1.039 0.1 0.0 0.0 0.018
C 2.190 -1.421 -2.350 0.0 0.2 0.1 0.012
C 0.974 -1.684 -2.927 -0.1 -0.2 -0.2 0.007
C -0.009 -2.443 -2.218 -0.2 0.0 -0.5 -0.004
C 0.254 -2.787 -0.886 -0.2 0.4 0.3 0.003
C 1.513 -2.485 -0.323 0.0 0.0 0.1 0.002
H 3.961 -2.024 0.525 0.0 0.0 0.0 0.000
H 3.967 -0.467 -0.321 0.0 0.0 0.0 0.001
H 4.642 -1.898 -1.102 0.0 0.0 0.0 0.001
H 2.927 -0.847 -2.902 0.0 -0.1 0.0 0.000
H 0.784 -1.377 -3.948 0.0 -0.1 0.0 0.000
H -0.846 -2.878 -2.748 0.0 -0.1 -0.1 0.000
H -0.467 -3.363 -0.323 0.1 -0.1 0.0 0.000
H 1.713 -2.781 0.701 0.0 0.0 0.0 0.000
Se -0.995 3.222 -2.501 0.2 0.6 0.1 0.007
N -2.270 3.334 -3.728 0.0 -0.2 0.1 0.002
C -2.730 2.096 -3.907 -0.2 -0.1 -0.2 0.000
C -3.792 1.658 -4.751 0.2 0.2 0.1 -0.003
C -4.119 0.334 -4.728 0.0 -0.4 0.1 0.003
C -3.414 -0.587 -3.897 -0.3 0.0 -0.4 0.004
N -2.418 -0.225 -3.132 -0.1 0.2 0.1 0.060
C -2.100 1.089 -3.130 -0.3 -0.2 -0.2 0.004
N -1.134 1.455 -2.294 -0.3 -0.3 0.3 0.017
H -4.327 2.366 -5.370 0.0 0.0 0.0 0.000
H -4.926 -0.038 -5.345 0.0 0.0 0.0 0.001
H -3.680 -1.638 -3.885 0.0 0.0 0.0 0.000
C 1.022 -0.829 3.614 -0.1 0.0 -0.1 0.000
N -0.148 0.010 3.818 0.0 0.0 0.1 0.000
C 0.255 1.339 4.251 0.0 0.0 0.0 0.000
C -1.016 0.107 2.649 -0.1 -0.1 0.1 0.000
C -1.674 -1.207 2.278 0.1 0.0 0.2 -0.003
C -1.799 -2.206 3.244 0.1 0.0 -0.1 0.001
C -2.373 -3.432 2.951 0.0 0.0 0.0 -0.004
C -2.850 -3.680 1.671 0.0 0.1 -0.1 0.001
C -2.778 -2.673 0.723 -0.1 -0.2 0.0 -0.004
C -2.213 -1.429 1.006 -0.4 0.4 -0.2 0.000
H 1.584 -0.888 4.547 0.0 0.0 0.0 0.000
H 1.690 -0.434 2.839 0.1 0.1 -0.1 0.000
H 0.726 -1.842 3.333 0.0 0.1 0.0 0.000
H 0.892 1.258 5.133 0.0 0.0 0.0 0.000
H -0.626 1.925 4.520 0.0 0.0 0.0 0.000
H 0.815 1.886 3.474 0.0 0.0 0.0 0.000
H -0.485 0.523 1.781 0.1 0.0 -0.1 0.001
H -1.800 0.825 2.911 0.0 0.0 -0.1 0.000
H -1.415 -2.001 4.237 -0.1 0.0 0.0 0.000
H -2.454 -4.189 3.721 0.0 0.0 0.0 0.000
H -3.295 -4.636 1.423 0.0 0.0 0.0 0.000
H -3.188 -2.837 -0.270 0.0 0.0 0.1 0.000
F 4.347 5.756 0.717 0.0 -0.1 0.0 0.000
C 3.651 4.594 0.557 0.1 0.2 0.1 0.000
C 2.576 4.563 -0.295 -0.2 -0.1 -0.2 0.000
C 1.867 3.378 -0.451 0.1 0.0 0.1 0.000
C 2.213 2.178 0.242 -0.1 0.0 0.1 0.003
C 1.503 0.982 0.088 0.1 0.5 0.0 0.025
C 3.345 2.288 1.115 0.0 0.1 0.0 0.001
C 4.042 3.467 1.266 0.0 -0.2 0.1 0.000
H 2.300 5.462 -0.834 0.0 -0.1 0.0 0.000
H 1.026 3.357 -1.124 0.0 0.0 0.0 0.000
H 0.641 0.959 -0.572 0.1 0.0 0.0 0.015
H 1.780 0.086 0.614 0.0 0.0 0.1 0.000
H 3.652 1.413 1.680 0.0 0.0 0.0 0.000
H 4.893 3.535 1.935 0.0 0.0 0.0 0.000
C -2.328 -0.377 -0.054 0.0 0.0 -0.1 -0.024
H -2.307 0.653 0.304 0.0 0.0 0.3 -0.001
H -3.239 -0.524 -0.636 -0.3 0.0 0.2 -0.002
```
Positions in Å, forces in eV/Å.

Computed properties:
* frontier orbital gap (spin up / spin down): 0.1026 / 0.1016 Eh
* energy: -3948.08042 a.u.
* lowest unoccupied orbital energy (spin up / spin down): -2.10 / -2.10 eV
* <S²>: 0.758
* spin multiplicity: 2
* largest force on an atom: 1.6 eV/A
* energy relative to the best compared isomer or geometry (same formula, charge and spin): 353.4 kJ/mol
* HOMO level (spin up / spin down): -4.890 / -4.870 eV

---

[3]
C29H31IN5NaO2P as an isolated structure. Source: OMol25; level of theory: ωB97M-V/def2-TZVPD.

XYZ file:
```
70
Properties=species:S:1:pos:R:3:forces:R:3:mulliken_charge:R:1
Na -0.031 -0.199 -1.042 -0.3 0.2 -0.1 1.016
O 4.145 1.208 -1.444 0.0 0.0 0.0 -0.849
C 2.925 1.072 -1.224 -0.1 0.0 0.0 0.086
N 2.221 0.025 -0.839 0.0 0.0 0.0 0.071
C 2.852 -1.184 -0.515 0.1 -0.1 0.0 -0.231
C 4.145 -1.237 0.018 0.0 0.0 0.0 -0.329
C 4.723 -2.430 0.429 0.0 0.0 0.0 -0.700
C 4.017 -3.612 0.299 0.0 0.0 0.0 -0.638
C 2.735 -3.595 -0.233 0.0 0.0 0.0 -0.312
C 2.117 -2.404 -0.640 0.1 0.0 0.1 -0.405
N 0.787 -2.333 -1.065 0.0 0.1 0.0 -0.089
C 0.119 -3.395 -1.465 0.0 0.1 0.0 -0.002
O 0.472 -4.577 -1.653 0.0 0.0 0.0 -0.851
C -1.367 -3.117 -1.744 0.0 -0.1 0.0 0.633
C -2.138 -4.189 -2.200 0.0 0.0 0.0 -0.835
C -3.484 -4.007 -2.445 0.0 0.0 0.0 -0.248
C -4.037 -2.754 -2.225 0.0 0.1 0.0 -0.995
C -3.199 -1.747 -1.775 -0.1 -0.1 0.0 -0.174
N -1.900 -1.908 -1.539 0.1 -0.1 0.0 0.166
C 2.089 2.346 -1.426 0.1 0.1 0.0 0.530
C 2.781 3.495 -1.818 0.0 0.0 0.0 -0.942
C 2.104 4.689 -1.953 0.0 0.0 0.0 -0.339
C 0.744 4.715 -1.679 0.0 0.0 0.0 -0.997
C 0.137 3.529 -1.306 -0.1 0.1 0.0 -0.160
N 0.772 2.364 -1.192 0.1 -0.1 0.0 0.376
H 4.697 -0.313 0.099 0.0 0.0 0.0 0.426
H 5.727 -2.425 0.839 0.0 0.0 0.0 0.356
H 4.455 -4.557 0.603 0.0 0.0 0.0 0.373
H 2.181 -4.513 -0.347 0.0 0.0 0.0 0.423
H -1.633 -5.133 -2.341 0.0 0.0 0.0 0.474
H -4.096 -4.828 -2.800 0.0 0.0 0.0 0.399
H -5.086 -2.552 -2.396 0.0 0.0 0.0 0.400
H -3.595 -0.753 -1.601 0.0 0.0 0.0 0.406
H 3.842 3.390 -1.992 0.0 0.0 0.0 0.502
H 2.625 5.590 -2.258 0.0 0.0 0.0 0.390
H 0.162 5.625 -1.750 0.0 0.0 0.0 0.436
H -0.925 3.523 -1.079 0.0 0.0 0.0 0.426
C 0.238 -2.597 3.556 0.0 0.0 0.1 -1.539
C -0.100 -2.033 2.181 0.0 0.0 -0.1 -0.105
P -0.195 -0.203 1.994 -0.1 0.0 0.0 1.056
C 1.449 0.305 2.659 0.0 -0.1 0.0 -0.798
C 1.854 1.727 2.283 0.0 0.0 0.0 -1.097
C -1.365 0.232 3.365 0.0 0.0 0.0 -0.610
C -1.635 1.732 3.459 0.0 0.0 0.0 -1.139
H 0.338 -3.683 3.509 0.0 0.0 0.0 0.439
H -0.535 -2.370 4.294 0.0 0.0 0.0 0.346
H 1.184 -2.201 3.927 0.0 0.0 0.0 0.276
H -1.052 -2.434 1.819 0.0 0.0 0.0 0.392
H 0.638 -2.350 1.441 0.0 0.0 0.0 -0.208
H 2.156 -0.393 2.199 0.0 0.0 0.0 0.293
H 1.497 0.149 3.742 0.0 0.0 0.0 0.553
H 1.849 1.836 1.200 0.0 0.0 0.0 0.102
H 2.862 1.948 2.642 0.0 0.0 0.0 0.393
H 1.180 2.478 2.699 0.0 0.0 0.0 0.259
H -1.010 -0.140 4.330 0.0 0.0 0.0 0.465
H -2.295 -0.302 3.146 0.0 0.0 0.0 0.372
H -0.751 2.268 3.803 0.0 0.0 0.0 0.273
H -2.446 1.952 4.157 0.0 0.0 0.0 0.396
H -1.901 2.150 2.484 0.0 0.0 0.0 0.148
I -3.527 4.167 -4.549 0.0 0.0 0.0 0.082
C -3.209 3.080 -2.805 0.0 -0.1 0.1 -0.222
C -3.821 3.441 -1.615 0.0 0.0 -0.1 -0.236
C -3.553 2.683 -0.486 0.0 0.0 0.0 -0.966
C -2.691 1.604 -0.597 0.0 0.0 0.0 0.010
N -2.105 1.258 -1.741 0.0 0.1 0.1 0.238
C -2.357 1.983 -2.822 0.0 0.0 -0.1 -0.572
H -4.483 4.295 -1.571 0.0 0.0 0.0 0.393
H -3.998 2.927 0.469 0.0 0.0 0.0 0.443
H -2.443 0.994 0.266 0.0 0.0 0.0 0.297
H -1.855 1.688 -3.736 0.0 0.0 0.0 0.474
```
Positions in Å, forces in eV/Å.

Computed properties:
* frontier orbital gap: 0.1898 Eh
* net charge: -1
* energy: -2349.45255 a.u.
* lowest unoccupied orbital energy: 1.68 eV
* largest force on an atom: 0.4 eV/A
* energy relative to the best compared isomer or geometry (same formula, charge and spin): 23.7 kJ/mol
* HOMO level: -3.485 eV